{
  "formula": "C14H21IrNP",
  "method": "ωB97M-V/def2-TZVPD",
  "total_charge": 1,
  "lumo_ha": [-0.1035, -0.1863],
  "e_tot_ev": -28460.328,
  "homo_lumo_gap_ev": [5.0, 5.5],
  "spin_multiplicity": 6,
  "species": ["C", "C", "C", "C", "C", "Ir", "P", "H", "H", "H", "H", "H", "H", "H", "H", "C", "N", "C", "C", "C", "C", "C", "C", "C", "C", "H", "H", "H", "H", "H", "H", "H", "H", "H", "H", "H", "H", "H"],
  "positions_angstrom": [[-0.929, 0.921, -3.415], [-0.719, 2.152, -4.145], [-1.870, 2.933, -3.937], [-2.917, 2.147, -3.385], [-2.319, 0.912, -2.979], [0.275, -0.590, -1.058], [2.185, -1.080, -1.915], [-0.158, 0.146, -3.236], [0.184, 2.458, -4.667], [-1.982, 3.975, -4.253], [-2.786, 0.109, -2.415], [-3.948, 2.435, -3.214], [3.310, -0.922, -0.984], [2.588, -0.239, -3.034], [2.346, -2.441, -2.388], [2.089, -0.847, 2.097], [1.283, -2.056, 1.760], [1.447, -3.106, 2.810], [-0.185, -1.783, 1.330], [-0.580, -0.367, 1.550], [-0.990, 0.214, 2.764], [-1.262, 1.585, 2.811], [-1.158, 2.401, 1.679], [-0.791, 1.841, 0.440], [-0.525, 0.474, 0.441], [1.687, -0.378, 2.999], [2.102, -0.159, 1.249], [3.110, -1.191, 2.308], [1.710, -2.428, 0.895], [1.051, -2.730, 3.758], [0.919, -4.009, 2.499], [2.522, -3.306, 2.929], [-0.193, -2.021, 0.183], [-0.795, -2.496, 1.889], [-1.072, -0.415, 3.645], [-1.562, 2.029, 3.751], [-1.360, 3.465, 1.740], [-0.708, 2.369, -0.504]],
  "lowdin_charge": [-0.170, -0.047, -0.098, -0.069, -0.071, 0.863, 0.394, -0.016, 0.111, 0.107, 0.094, 0.102, -0.101, -0.074, -0.080, -0.014, -0.192, 0.008, -0.143, -0.332, -0.036, -0.062, -0.050, -0.083, -0.378, 0.111, 0.075, 0.109, 0.139, 0.114, 0.110, 0.111, -0.002, 0.137, 0.117, 0.109, 0.111, 0.097]
}

{
  "formula": "C4H6N2",
  "method": "ωB97M-V/def2-TZVPD",
  "total_charge": 0,
  "lumo_ha": 0.0183,
  "e_tot_ev": -7222.180,
  "homo_lumo_gap_ev": 8.3,
  "species": ["C", "N", "C", "C", "N", "C", "H", "H", "H", "H", "H", "H"],
  "positions_angstrom": [[-1.532, -0.300, -0.023], [-0.136, 0.090, -0.016], [1.014, -0.745, -0.271], [2.223, 0.140, -0.188], [1.715, 1.354, 0.227], [0.390, 1.282, 0.262], [-1.819, -0.699, -1.002], [-1.721, -1.065, 0.738], [-2.158, 0.570, 0.195], [0.891, -1.487, -1.054], [1.388, -1.269, 0.634], [-0.255, 2.129, 0.499]],
  "lowdin_charge": [-0.030, -0.139, -0.223, -0.084, -0.012, -0.165, 0.092, 0.093, 0.089, 0.118, 0.128, 0.134]
}